{"formula": "C53H95B2N6O24", "method": "ωB97M-V/def2-TZVPD", "homo_lumo_gap_ev": 4.51, "total_charge": -3, "homo_ev": -0.231, "symbols": ["O", "O", "O", "O", "O", "O", "O", "O", "O", "O", "O", "O", "O", "O", "O", "O", "O", "O", "O", "O", "O", "O", "O", "O", "N", "N", "N", "N", "N", "N", "C", "C", "C", "C", "C", "C", "C", "C", "C", "C", "C", "C", "C", "C", "C", "C", "C", "C", "C", "C", "C", "C", "C", "C", "C", "C", "C", "C", "C", "C", "C", "C", "C", "C", "C", "C", "C", "C", "C", "C", "C", "C", "C", "C", "C", "C", "C", "C", "C", "C", "C", "C", "C", "B", "B", "H", "H", "H", "H", "H", "H", "H", "H", "H", "H", "H", "H", "H", "H", "H", "H", "H", "H", "H", "H", "H", "H", "H", "H", "H", "H", "H", "H", "H", "H", "H", "H", "H", "H", "H", "H", "H", "H", "H", "H", "H", "H", "H", "H", "H", "H", "H", "H", "H", "H", "H", "H", "H", "H", "H", "H", "H", "H", "H", "H", "H", "H", "H", "H", "H", "H", "H", "H", "H", "H", "H", "H", "H", "H", "H", "H", "H", "H", "H", "H", "H", "H", "H", "H", "H", "H", "H", "H", "H", "H", "H", "H", "H", "H", "H"], "xyz": [[2.76, -0.31, 1.85], [3.52, 2.50, -4.35], [-0.41, -1.56, -3.42], [0.99, -7.52, 5.31], [-0.71, 3.09, -2.67], [7.04, -0.08, -3.74], [4.51, -1.51, -2.92], [5.68, 1.70, -3.59], [-1.01, 0.82, -0.14], [1.99, 4.15, -4.58], [2.91, 4.75, -1.77], [0.67, -0.80, -0.82], [0.24, 7.11, -3.33], [0.94, 6.72, -1.30], [0.55, 1.49, -1.71], [-2.69, 2.15, -0.79], [7.25, 1.01, 3.05], [1.38, 0.96, 0.58], [4.08, 2.88, -2.13], [-1.00, 5.95, -1.99], [3.75, 0.59, -2.88], [-3.54, 3.08, -3.45], [-1.39, 4.31, 5.47], [1.78, -2.47, 0.20], [0.69, -6.59, 4.29], [-1.76, 4.74, 4.16], [-4.74, 3.78, -3.71], [0.08, 6.59, -2.19], [6.67, -0.02, 2.29], [-1.35, -2.54, -3.63], [-3.15, 4.47, 2.25], [5.99, -0.77, 0.03], [-3.09, -0.86, -3.67], [-1.25, 6.05, 2.14], [-1.53, 1.79, -0.82], [0.38, -4.07, -4.46], [1.45, -1.31, 0.09], [-0.07, -5.47, 1.65], [6.85, -1.37, 2.81], [-1.43, -5.83, 5.35], [6.32, -2.22, 0.42], [-0.74, 5.61, 3.54], [-2.72, -2.13, -1.52], [8.29, -1.79, 3.07], [8.19, 0.39, 0.36], [-6.32, 5.47, -3.00], [-1.47, -7.67, 3.68], [-6.95, 3.80, -4.73], [-3.31, -4.70, -3.42], [-5.57, 3.79, -1.27], [-0.57, 6.86, 4.42], [-0.37, -4.34, -2.12], [-1.87, 2.51, 2.91], [-1.92, -4.87, -4.03], [-2.68, -2.22, -3.08], [-2.09, 5.07, 1.34], [2.82, 3.55, -3.98], [1.70, -6.59, 3.20], [1.38, -5.48, 2.22], [-5.72, 2.93, -4.35], [-0.74, -6.39, 4.09], [5.95, 0.41, -3.59], [-6.24, 1.72, -3.53], [-2.63, 3.77, 3.49], [-7.49, 4.66, -3.59], [-3.76, -3.24, -3.54], [6.12, -1.43, 4.18], [0.64, 4.92, 3.47], [3.23, 3.85, -2.49], [1.58, -7.93, 2.42], [6.09, -2.38, 1.92], [6.75, 0.29, 0.86], [1.94, -0.18, 0.98], [-5.13, 4.60, -2.53], [-4.09, 5.66, -2.15], [6.03, 1.63, 0.56], [-0.92, -5.39, 2.92], [-3.80, 3.34, 4.38], [4.65, -0.33, -3.10], [-0.86, -3.91, -3.54], [3.13, -6.40, 3.71], [-5.17, 2.45, -5.71], [-0.51, 2.27, -1.83], [0.40, 0.64, -0.49], [4.29, 1.94, -3.23], [6.56, -0.84, 4.99], [-0.21, 6.57, 5.41], [-4.04, -3.03, -4.57], [-5.13, 2.80, -1.29], [6.59, 2.46, 1.00], [-4.35, 1.76, -5.51], [-0.16, -6.38, 1.05], [6.24, -2.46, 4.53], [-0.96, 2.87, 2.44], [3.32, -6.99, 4.61], [-6.72, 4.32, -5.66], [-3.69, 6.19, -3.01], [-3.30, -5.17, -2.43], [-1.35, -8.44, 4.45], [0.99, 4.71, 4.48], [-3.46, 2.56, 5.05], [-3.50, -0.88, -4.68], [-2.55, -7.59, 3.55], [-0.78, -5.09, 5.83], [0.28, -3.55, -1.72], [-6.66, 6.14, -2.21], [8.77, -0.51, 0.59], [0.15, -3.82, -5.49], [-6.85, 2.06, -2.69], [-3.78, 2.38, -2.82], [2.50, -8.25, 1.91], [-4.65, 3.06, 3.76], [-3.98, -5.35, -3.98], [6.30, -3.39, 2.29], [-2.06, -1.44, -1.01], [2.06, -5.44, 1.37], [3.18, -5.39, 4.13], [-6.76, 0.98, -4.13], [-1.51, -6.55, 6.17], [8.24, 0.62, -0.70], [-4.67, -3.10, -2.95], [-0.86, -4.38, 3.35], [1.22, -3.54, -4.00], [0.52, 3.99, 2.91], [6.46, -0.74, -0.96], [-1.70, 1.84, 3.76], [-3.31, 5.12, -1.61], [5.03, -2.21, 2.09], [-5.44, 1.19, -3.01], [-0.12, -4.53, 1.10], [-5.88, 1.78, -6.21], [-3.82, 3.78, 1.73], [7.36, -2.45, 0.19], [-2.45, -5.46, 5.20], [-2.54, 2.06, 2.18], [5.89, 1.77, -0.51], [-4.99, 3.25, -6.42], [-7.77, 3.10, -4.96], [-8.22, 5.39, -3.97], [0.78, -5.09, -4.37], [3.89, -6.58, 2.95], [-3.91, -0.45, -3.08], [-5.21, 4.30, -0.37], [-1.56, 7.31, 4.60], [1.53, -8.72, 3.19], [-4.12, 4.21, 4.96], [-0.70, 3.66, 5.26], [5.65, -2.92, -0.07], [-2.31, -0.10, -3.59], [1.32, 5.46, 2.82], [8.21, 0.90, 2.96], [-0.40, 6.35, 1.52], [-1.55, -5.90, -4.02], [8.39, -2.66, 3.72], [5.02, 1.63, 0.98], [8.74, 1.18, 0.88], [-6.08, 6.20, -3.78], [1.18, -6.95, 6.07], [8.74, -0.96, 3.64], [0.03, 7.64, 3.96], [1.50, -4.49, 2.67], [-2.01, -4.66, -5.11], [-3.74, -1.85, -1.24], [-1.04, -8.05, 2.76], [4.92, -0.68, -0.14], [-3.82, 5.29, 2.54], [0.29, -5.21, -2.19], [-6.66, 3.79, -1.16], [-2.55, -3.14, -1.14], [5.06, -1.16, 4.14], [-1.18, -4.50, -1.42], [-1.50, 4.31, 0.84], [8.92, -1.91, 2.19], [-4.45, 6.31, -1.34], [-1.79, 6.99, 2.29], [-1.95, -5.47, 2.54], [-7.88, 4.16, -2.71], [-2.60, 5.56, 0.51], [-0.16, -1.58, -2.48], [0.70, -8.16, 1.83]]}